No. 1
A 11-piece molecular cluster, C15H52O15 overall in a non-equilibrium geometry, computed with ωB97M-V/def2-TZVPD.

- orbital gap (eV) = 9.02
- HOMO energy (Eh) = -0.3190
- SMILES = OCCO.OCCO.OCCO.OCCO.CO.CO.CO.CO.CO.CO.CO
- max |F| (hartree/bohr) = 0.071
- DFT total energy (Ha) = -1730.9701
- lowest unoccupied orbital energy (eV) = 0.3
- energy relative to the best compared isomer or geometry (same formula, charge and spin) (eV) = 5.078

Geometry as XYZ:
```
82
Properties=species:S:1:pos:R:3:forces:R:3:mulliken_charge:R:1
O 3.79900 0.34017 -0.46676 -0.66 -0.69 -0.16 -0.414
O 2.55865 -3.73808 0.65600 -0.03 -0.24 -0.21 -0.321
O 2.05571 1.54979 3.38531 -1.13 0.38 0.07 -0.558
O -3.58752 1.29645 1.63337 -0.39 -0.27 0.41 -0.333
O -0.91739 1.72131 -3.95591 0.64 -0.68 -1.29 -0.534
O 0.74809 0.76356 -0.33837 0.26 -1.05 -0.29 -0.272
O -1.72666 2.64666 -0.38129 0.02 -0.23 -0.18 -0.391
O 5.84364 -1.48961 -1.63159 0.33 0.13 0.31 -0.513
O -4.06133 3.78643 -2.94254 0.18 0.83 0.31 -0.540
O -0.26245 2.42548 4.83674 0.06 -0.25 -0.01 -0.613
O -0.46690 -3.35533 1.27459 -0.19 0.34 0.15 -0.334
O 2.36000 -6.52842 -0.80993 0.03 -0.09 -0.53 -0.514
O -4.65791 1.24841 -1.10853 -1.03 -3.51 0.09 -0.598
O -4.87234 1.00250 4.12147 -0.17 -0.38 -0.10 -0.561
O 3.77083 2.76186 -3.69440 0.20 -0.31 0.83 -0.510
C -1.62166 -4.07941 0.84634 -0.09 -0.34 0.67 -0.802
C -2.13997 2.95290 -1.70806 0.50 0.94 -0.26 -0.341
C 3.86949 1.35299 -3.51757 -0.07 -0.65 -1.60 -0.630
C -1.34332 2.32893 3.93000 -0.64 0.70 0.02 -0.066
C 4.69711 -1.89992 -0.90194 -0.77 -0.15 0.08 -0.740
C 0.27902 -0.11238 0.71026 -0.64 1.94 0.24 -0.330
C 2.72357 2.19379 2.30906 1.32 0.38 0.15 -0.404
C 0.51796 1.71517 -3.89764 -0.50 0.92 1.03 -0.560
C -3.58679 3.39375 -1.63192 -0.32 1.24 0.09 -0.665
C 1.53208 -5.98018 0.17289 -0.83 0.83 0.95 -0.309
C -3.69133 0.96422 -2.12204 0.04 -2.63 -0.30 -0.735
C 2.26258 -5.05574 1.13055 0.58 0.36 0.65 -0.278
C -5.07079 0.05125 3.07286 -0.68 1.22 -0.39 -0.864
C 4.27118 -0.89150 0.16320 0.92 1.61 -1.40 -0.051
C -3.86853 0.01379 2.17384 0.65 -0.32 0.02 0.193
H -3.89401 1.59428 -2.98637 0.43 -0.23 -0.06 0.499
H 1.08199 1.35248 -4.76048 -0.49 -0.16 -0.18 0.285
H 2.10660 2.63999 1.53016 -0.81 -1.10 0.05 0.178
H -3.31170 1.15644 0.72523 0.03 0.49 -0.19 0.048
H -2.66987 1.05734 -1.74823 -1.34 -0.34 0.40 0.043
H 2.61829 1.47657 4.15978 0.28 0.15 -0.17 0.254
H -4.17971 4.73908 -2.87781 -0.01 -0.06 -0.45 0.336
H -1.43859 3.23392 3.31580 0.42 -0.25 -0.39 0.273
H 0.51401 2.10797 4.34974 -0.05 0.22 0.09 0.431
H -0.98095 2.04361 -0.47222 0.40 0.06 0.24 0.254
H 4.79087 -2.88501 -0.44205 0.18 -0.04 -0.10 0.403
H -2.99645 -0.27750 2.77718 -0.07 -0.31 -0.09 0.102
H -4.04037 -0.70735 1.36505 0.07 -0.08 0.11 0.379
H -1.28788 1.42849 3.31685 -0.07 0.10 -0.12 -0.149
H 1.64503 0.49873 -0.58667 0.11 0.19 0.03 0.082
H 4.80186 0.94722 -3.10906 0.19 0.57 0.20 0.425
H 1.83988 -3.20514 1.01198 -0.10 0.13 -0.39 0.082
H 6.63098 -1.70410 -1.11960 -0.02 0.10 -0.05 0.341
H -3.65213 -0.09452 -2.41536 -0.95 -0.03 -0.10 0.482
H 0.72138 -5.40088 -0.28061 0.26 -0.06 -0.41 0.112
H 3.21096 -5.53187 1.40259 0.03 0.07 -0.06 0.305
H 0.79880 2.75655 -3.69630 0.54 -0.28 -0.01 0.361
H 0.74454 1.12163 -3.01176 0.20 -0.02 -0.14 0.092
H 1.72046 -4.87646 2.06335 -0.28 -0.69 -0.05 0.320
H -1.99155 2.08699 -2.36311 0.28 1.62 0.32 0.344
H -3.74680 4.15379 -0.85930 0.58 0.66 -0.37 0.596
H 2.72103 -7.37213 -0.53071 -0.03 0.01 0.17 0.328
H 3.26325 3.11450 2.57129 0.29 -0.39 0.73 0.384
H -2.30194 2.34165 4.45525 0.23 -0.47 0.35 0.177
H -0.62886 -3.01205 2.15856 -0.04 0.01 -0.06 0.271
H 0.09118 0.62939 1.49060 -0.13 -0.63 0.62 0.171
H 5.17670 -0.49555 0.63416 0.00 -0.87 0.82 0.214
H -0.68963 -0.52955 0.43566 0.17 -0.33 -0.17 0.280
H 4.50097 2.98803 -4.27766 -0.07 0.23 0.03 0.308
H -1.51706 3.71277 -2.19609 0.04 0.54 0.45 0.171
H 3.93927 -1.96487 -1.68658 -0.31 -0.14 0.33 0.248
H -5.92021 0.40817 2.46987 0.01 -0.24 -0.03 0.321
H 0.95491 -0.87429 1.08927 0.25 0.01 -0.40 0.044
H -1.88689 -3.80102 -0.16977 0.28 -0.22 -0.15 0.275
H -4.90620 1.85542 3.67154 0.19 0.02 0.20 0.326
H -1.40523 -5.13985 0.98846 -0.10 -0.12 -0.60 0.271
H 0.99879 -6.70820 0.79961 0.31 -0.37 -0.19 0.311
H 4.26088 0.39630 -1.31350 0.01 0.14 0.20 0.045
H -2.51265 -3.90966 1.45750 0.16 0.40 0.12 0.332
H 3.49732 -1.23212 0.84044 0.14 -0.18 0.09 0.371
H 3.80539 0.94132 -4.53354 0.00 -0.48 0.18 0.400
H -5.36418 -0.91731 3.47437 0.38 -0.01 0.24 0.352
H 3.42333 1.43780 1.95597 0.10 0.48 -0.80 0.082
H -5.49978 1.07067 -1.53960 -0.32 -0.16 0.33 0.309
H 3.04275 0.90419 -2.97175 -0.17 0.65 0.19 0.107
H -1.17147 2.40711 -4.58154 -0.16 -0.06 0.03 0.290
H -4.32135 2.65816 -1.28861 1.40 1.43 -0.10 0.318
```
Forces are in eV/Å.



No. 2
A 12-piece molecular cluster, C15H54N18O15 overall in a non-equilibrium geometry, computed with ωB97M-V/def2-TZVPD.

- orbital gap (eV) = 9.29
- HOMO energy (Eh) = -0.3494
- SMILES = NC(N)=O.NC(N)=O.NC(N)=O.NC(N)=O.NC(N)=O.NC(N)=O.NC(N)=O.NC(N)=O.NC(N)=O.OCCO.OCCO.OCCO
- max |F| (hartree/bohr) = 0.183
- DFT total energy (Ha) = -2718.1974
- lowest unoccupied orbital energy (eV) = -0.2
- energy relative to the best compared isomer or geometry (same formula, charge and spin) (eV) = 8.643

Geometry as XYZ:
```
102
Properties=species:S:1:pos:R:3:forces:R:3:mulliken_charge:R:1
O -4.85480 4.18692 -2.47422 -0.69 0.20 -0.29 -0.679
O -0.31310 3.46745 8.04580 -0.47 -0.33 0.57 -0.649
O -5.51664 -1.77742 -5.16935 -2.02 -1.61 3.17 -0.621
O 3.90788 -7.04535 -1.55736 -0.12 -1.50 -0.54 -0.531
O 0.36224 0.27474 -9.43419 -4.32 0.55 -0.94 -0.643
O 6.06478 -2.91661 3.11376 -0.82 0.09 0.30 -0.664
O 4.65103 4.26605 1.84019 -0.65 -0.98 -0.92 -0.522
O -0.95496 1.82856 1.04400 0.14 1.33 -0.06 -0.540
O -0.61582 -5.40159 2.85627 1.81 2.17 1.51 -0.661
O 7.32664 -0.08550 -4.34498 -0.41 -0.71 0.09 -0.673
O 3.25074 -6.39125 -4.65837 0.00 0.31 0.56 -0.517
O 3.02934 5.42033 -0.25220 1.17 0.04 -0.28 -0.515
O -0.11662 0.50336 -1.41839 -0.45 0.16 -0.07 -0.484
O -3.90249 -2.08574 6.15535 -0.13 -0.05 0.75 -0.665
O -9.52930 4.29525 2.54249 0.47 -0.11 0.02 -0.678
N 2.45349 0.30218 -10.07544 2.85 0.78 -1.68 -0.411
N 6.46050 -0.88361 3.85555 3.27 4.54 0.93 -0.384
N -2.32160 -2.99203 7.47872 2.13 -1.13 -0.03 -0.385
N 9.27092 -0.37757 -3.38166 9.07 -1.66 -1.89 -0.365
N 1.91412 0.04160 -7.98542 2.81 -0.64 7.47 -0.330
N -4.85309 -1.89197 -7.28186 -0.36 -1.96 -2.26 -0.403
N -5.75181 6.21223 -2.46931 1.00 4.43 1.46 -0.382
N -4.08757 -2.22443 8.43167 -1.95 0.53 2.71 -0.349
N -8.03288 2.83825 3.36426 3.45 -4.72 -2.76 -0.372
N -4.13812 -0.29786 -6.01849 2.07 3.52 1.59 -0.424
N -1.51421 3.21559 6.15073 -4.48 -0.22 -1.21 -0.342
N 7.59871 -0.11889 -2.13179 -3.76 0.56 3.69 -0.404
N 4.40567 -1.55015 3.89304 -2.89 -0.97 -0.23 -0.382
N -2.69358 -5.75166 2.11006 -2.65 1.04 -0.25 -0.397
N -1.11544 -7.13890 1.70159 1.99 -6.54 -3.27 -0.376
N -6.90458 4.65576 -3.35199 -3.36 -2.09 -1.75 -0.411
N 0.60000 3.18475 6.01102 2.66 -0.25 -0.95 -0.374
N -8.84654 4.24127 4.67175 -0.50 2.49 4.89 -0.355
C -4.86403 -1.37351 -6.06439 -0.08 -0.36 -2.18 0.616
C -1.07855 0.43692 0.85932 -0.96 0.42 0.70 -0.468
C 8.03269 -0.21808 -3.34488 -3.87 1.36 -2.43 0.624
C 4.46969 5.31582 -0.41951 -0.92 0.05 2.07 -0.362
C 5.09726 5.35947 1.02062 0.31 -0.15 0.40 -0.347
C 1.50899 0.30278 -9.13487 -1.17 -0.66 -5.07 0.620
C 5.66297 -1.84557 3.57500 -0.12 -3.80 -1.14 0.623
C -5.78502 4.96166 -2.73871 2.25 -3.65 0.33 0.639
C -0.06875 -0.03934 -0.12308 1.03 -1.45 0.06 -0.164
C -8.82708 3.84086 3.44736 -3.00 1.82 -2.22 0.677
C -0.44693 3.27844 6.85089 3.67 0.86 1.88 0.677
C -3.49656 -2.41690 7.27049 -0.49 0.83 -2.94 0.672
C 3.64092 -5.82884 -2.20420 -0.34 0.18 -0.09 -0.290
C 2.69200 -5.94022 -3.43184 0.46 0.03 1.22 -0.467
C -1.41091 -6.04810 2.24077 -0.86 3.39 2.41 0.636
H 9.68282 -0.79604 -4.20343 -0.19 0.53 -0.12 0.211
H 4.66557 4.36497 -0.91512 0.45 0.06 -0.05 0.248
H -1.57040 2.30567 0.48258 -0.07 -0.01 -0.02 0.303
H -7.17975 3.68963 -3.45683 0.35 0.13 0.02 0.238
H -0.43740 1.40646 -1.36263 0.14 0.21 0.00 0.294
H 0.92276 0.07897 0.31397 0.26 0.58 0.09 0.207
H -3.08746 -5.09460 2.76826 -0.17 -0.20 -0.38 0.236
H 4.58239 -7.01256 -0.87504 0.02 0.50 -0.17 0.303
H -7.69026 5.28712 -3.28738 0.18 -0.22 -0.10 0.186
H 3.26880 -7.34926 -4.59928 0.14 -0.09 -0.11 0.310
H 4.81871 6.16814 -1.00246 -0.02 -0.14 0.03 0.306
H 3.74899 -2.27778 3.64925 -0.15 0.35 0.11 0.223
H -2.20274 -3.38461 8.40168 0.86 -0.25 -0.72 0.160
H 6.59338 -0.21135 -2.16129 -0.03 0.37 0.92 0.227
H 4.55052 -5.31993 -2.52316 0.14 0.05 -0.06 0.279
H 6.03311 0.02637 3.75884 0.73 0.17 0.32 0.181
H 9.96570 -0.12542 -2.69332 -0.68 -0.19 0.23 0.187
H -3.39962 -0.11004 -6.68140 -0.10 0.07 0.50 0.204
H -1.73755 -3.20281 6.68212 -0.08 -0.20 0.42 0.224
H 4.05075 -0.67467 4.25033 0.36 -0.35 -0.06 0.179
H 0.43653 3.17661 5.01437 0.58 -0.08 0.32 0.129
H -1.87804 -7.75171 1.45058 0.79 -0.35 -0.11 0.168
H -3.59202 -2.58376 9.23504 -0.69 0.44 0.08 0.140
H 8.10995 -0.26724 -1.27346 -0.16 -0.27 -0.51 0.194
H -0.19196 -7.49345 1.90546 -0.30 -0.20 -0.30 0.238
H 1.54542 3.25003 6.36033 -0.39 0.08 -0.11 0.184
H 4.79932 4.40073 2.77907 0.12 0.45 -0.21 0.286
H 7.45939 -0.97578 3.73794 -0.39 -0.03 -0.25 0.226
H 2.88821 0.17795 -7.75595 -0.31 -0.28 0.39 0.164
H 2.35316 -4.90620 -3.49580 -0.07 0.00 -0.77 0.310
H -2.11866 0.21604 0.61955 0.00 -0.31 -0.42 0.302
H -2.37358 3.23743 6.68094 -0.20 0.06 -0.88 0.218
H -7.48362 2.42912 4.10657 -0.30 0.26 -0.28 0.160
H -4.38901 -1.40403 -8.03462 -0.29 -0.64 0.01 0.176
H -5.01479 -1.84488 8.55940 0.35 -0.16 -0.31 0.203
H -5.30316 -2.79198 -7.36853 0.17 0.33 -0.53 0.213
H -3.23683 -6.45919 1.63637 -0.59 0.74 0.41 0.157
H 4.80896 6.23516 1.60214 -0.04 0.59 -0.75 0.297
H 3.12744 -5.22338 -1.45730 -0.16 0.58 -0.22 0.290
H 2.23812 0.37421 -11.05957 -0.23 0.24 0.50 0.212
H -4.10691 0.01606 -5.05903 0.63 0.67 -0.31 0.239
H -9.44141 4.99407 4.98723 0.25 -0.24 -0.15 0.203
H 1.22723 -0.04173 -7.24967 0.33 0.15 -0.08 0.217
H -8.19527 3.80009 5.30525 -0.51 0.60 0.24 0.151
H -0.10516 -1.12181 -0.24569 -0.48 -0.16 -0.02 0.300
H -7.93335 2.43832 2.44216 0.14 -0.10 0.26 0.213
H -6.59705 6.75029 -2.59646 0.77 0.45 0.42 0.175
H 3.37720 0.58075 -9.77665 0.02 -0.16 -0.54 0.171
H 1.82052 -6.54507 -3.18127 -0.07 -0.07 0.19 0.313
H 6.18557 5.29923 1.01483 0.18 0.23 -0.49 0.298
H -0.93754 0.07323 1.87713 0.38 -0.75 -0.25 0.247
H -4.94073 6.46242 -1.92190 -0.47 0.72 -0.05 0.233
H 2.88692 4.72995 0.39949 -0.60 -0.14 0.21 0.309
H -1.36275 3.21105 5.15217 -1.36 -0.13 0.35 0.160
```
Forces are in eV/Å.